Molecular formula: C4H10NO
Method: DFT, wB97M-V/def2-TZVPD

Calculated values
Frontier orbital gap   4.7 eV
Energy   -288.2192 Eh
HOMO energy   -2.039 eV
Relative energy (zero: lowest compared OMol25 entry of this formula, charge and spin)   108.24 kcal per mole

```
! wB97M-V def2-TZVPD RIJCOSX def2/J DEFGRID3
* xyz -1 1
C 0.2071 2.5906 -3.4136
O 0.8449 2.6557 -4.5847
C 0.5715 1.2849 -2.5405
C -1.4033 -1.9525 2.5552
C -0.3821 -2.2843 3.4562
N 1.0362 -1.5704 3.3709
H -0.8977 2.5505 -3.5165
H 0.3327 3.4486 -2.6825
H -2.3462 -2.4692 2.5353
H 0.0027 1.2618 -1.5840
H 0.2792 0.3574 -3.0544
H -1.1363 -1.4494 1.6385
H -0.2445 -2.9889 4.2615
H 0.5142 -2.0997 2.5605
H 0.9413 -0.5960 3.4353
H 1.6802 1.2611 -2.4372
*
```